The following is a DFT calculation (ωB97M-V/def2-TZVPD) of a single C5H9NO molecule.

As for the LUMO energy: 0.95 eV. The SMILES is O[C@H]1C[C@]2(CN2)C1. The largest force on an atom is 0.388 eV/Å. The calculation puts the energy above the lowest of the compared OMol25 structures with the same formula, charge and spin at 63.6 kcal/mol. As for the frontier orbital gap: 10.4923 eV.

```
! wB97M-V def2-TZVPD RIJCOSX def2/J DEFGRID3
* xyz 0 1
H 0.05 -0.26 1.95
H 2.71 0.90 0.03
H 0.89 0.47 -1.64
O 2.18 1.61 0.42
H 1.39 -0.89 0.96
N -0.91 -1.51 -1.03
C 0.15 0.83 -0.91
C -1.84 -0.92 -0.08
H -2.03 -1.48 0.84
C 0.51 -0.23 0.96
H -2.72 -0.43 -0.49
H -0.56 -2.43 -0.78
C -0.46 -0.39 -0.23
H 0.28 1.96 0.96
C 0.84 1.19 0.42
H -0.49 1.58 -1.40
*
```